The following is a quantum chemistry calculation of an isolated ion of composition C5H12NO2 and charge -1 at a distorted geometry, from OMol25.

XYZ file:
```
20
Properties=species:S:1:pos:R:3:forces:R:3
C -1.892 0.101 -0.164 0.5 -1.3 -0.6
C -0.337 0.101 -0.121 -0.4 0.4 0.7
C 0.186 -0.421 1.247 -1.0 1.0 -0.6
C 1.594 0.053 1.533 -0.1 -1.2 1.1
O 1.849 0.094 2.975 -0.8 0.4 -0.2
N 0.339 -0.520 -1.222 0.3 -0.4 -0.1
C 0.179 0.228 -2.564 -0.7 0.6 0.2
O -0.658 1.260 -2.535 0.1 -0.1 0.1
H -2.203 -0.502 -1.021 0.0 0.2 0.0
H -2.295 -0.403 0.707 -0.3 0.1 0.5
H -2.321 1.074 -0.317 -0.1 0.5 0.1
H -0.083 1.158 -0.100 0.3 0.1 -0.4
H -0.494 0.094 1.946 0.2 -0.2 0.3
H 0.002 -1.491 1.370 0.3 -0.1 0.0
H 2.301 -0.698 1.198 0.3 0.3 -0.5
H 1.752 1.031 1.089 0.2 0.1 -0.1
H 1.003 0.369 3.375 0.6 -0.1 -0.2
H 0.020 -1.483 -1.320 -0.1 0.3 0.0
H 1.217 0.526 -2.804 0.3 -0.1 -0.3
H -0.158 -0.569 -3.272 0.4 -0.2 -0.1
```
Forces are in eV/Å.

Output
* Kohn-Sham gap: 5.92 eV
* total charge: -1
* SMILES: C[C@@H](CCO)NC[O-]
* HOMO energy: -2.41 eV
* LUMO energy: 3.51 eV
* energy relative to the best compared isomer or geometry (same formula, charge and spin): 74.12 kcal/mol

Charges per atom according to natural (NBO) partitioning, unit e:
1. C -0.628
2. C -0.036
3. C -0.417
4. C -0.060
5. O -0.748
6. N -0.710
7. C 0.149
8. O -0.945
9. H 0.213
10. H 0.159
11. H 0.223
12. H 0.196
13. H 0.170
14. H 0.190
15. H 0.181
16. H 0.170
17. H 0.452
18. H 0.322
19. H 0.068
20. H 0.051

---

The following is a quantum chemistry calculation of C3H9N2OS2 as an isolated structure at a distorted geometry, from OMol25.

XYZ file:
```
17
Properties=species:S:1:pos:R:3:forces:R:3
S -2.100 0.528 2.593 -0.7 0.2 -3.2
S -1.303 2.043 1.214 0.0 -1.6 1.5
C 0.110 1.019 0.646 -0.2 0.6 0.7
C -0.192 0.366 -0.703 -2.1 0.3 2.6
C 0.951 -0.584 -1.020 -1.2 1.6 1.9
N 2.035 -0.582 -0.099 -3.8 2.2 -3.3
O 0.282 -1.433 -2.191 5.8 1.7 1.9
N -1.404 -0.384 -0.672 0.9 -1.4 -5.5
H -1.714 0.923 3.740 1.0 1.1 1.7
H 0.407 0.362 1.519 -0.5 0.4 -1.4
H 0.951 1.661 0.451 0.5 0.7 0.3
H -0.332 1.165 -1.524 1.0 -1.2 0.6
H 0.812 -1.313 -0.108 0.5 -1.4 1.4
H 2.928 -0.550 -0.546 1.8 -2.2 -0.5
H -1.647 -0.806 0.165 -0.3 -0.8 2.2
H 1.352 -1.243 -2.005 0.0 -2.5 -3.8
H -1.136 -1.171 -1.459 -2.5 2.3 2.7
```
Forces are in eV/Å.

Output
* Kohn-Sham gap: 4.02 eV
* total charge: +1
* HOMO energy: -12.77 eV
* LUMO energy: -8.74 eV
* energy relative to the best compared isomer or geometry (same formula, charge and spin): 275.01 kcal/mol

Charges per atom according to natural (NBO) partitioning, unit e:
1. S -0.118
2. S 0.180
3. C -0.577
4. C -0.111
5. C 0.090
6. N -0.321
7. O -0.472
8. N -0.782
9. H 0.136
10. H 0.263
11. H 0.234
12. H 0.324
13. H 0.497
14. H 0.418
15. H 0.379
16. H 0.473
17. H 0.388

---

The following is a quantum chemistry calculation of the molecule C4H6N2 at a distorted geometry, from OMol25.

XYZ file:
```
12
Properties=species:S:1:pos:R:3:forces:R:3
C 2.058 -0.120 0.010 -0.4 8.3 8.5
C -0.335 1.171 -0.068 0.6 -0.3 1.3
C -1.593 0.512 0.036 -0.5 2.9 0.1
C -1.302 -0.902 0.002 -3.0 2.5 0.5
H 2.484 0.925 -0.006 0.2 -0.9 -0.5
H 2.272 -0.562 -0.765 2.1 -4.7 -7.9
H 2.640 -0.508 0.923 -2.0 0.0 -0.9
H 0.110 2.171 -0.105 -1.2 0.0 0.1
H -2.548 1.154 0.213 1.7 -1.7 -0.6
H -2.043 -1.761 0.127 1.6 1.3 -0.5
N 0.629 0.192 0.047 -2.7 -3.1 -1.1
N -0.041 -0.961 -0.085 3.5 -4.2 1.1
```
Forces are in eV/Å.

Output
* Kohn-Sham gap: 9.96 eV
* total charge: 0
* SMILES: Cn1cccn1
* HOMO energy: -8.92 eV
* LUMO energy: 1.04 eV
* energy relative to the best compared isomer or geometry (same formula, charge and spin): 73.86 kcal/mol

Charges per atom according to natural (NBO) partitioning, unit e:
1. C -0.336
2. C -0.055
3. C -0.352
4. C -0.043
5. H 0.187
6. H 0.183
7. H 0.217
8. H 0.219
9. H 0.233
10. H 0.224
11. N -0.181
12. N -0.294

---

The following is a quantum chemistry calculation of C10H30N2P2RuS as an isolated structure at a distorted geometry, from OMol25.

XYZ file:
```
46
Properties=species:S:1:pos:R:3:forces:R:3
Ru -0.644 0.224 -1.284 -2.5 -0.3 0.4
H -3.355 -0.488 -1.919 -0.2 0.5 -0.1
H -3.450 0.263 -1.977 0.0 -0.5 0.0
P 0.135 -1.887 -1.520 0.2 -3.7 -0.5
P 0.225 2.282 -1.540 0.2 3.2 -0.1
C 0.443 3.300 -0.041 0.1 -0.3 0.2
H 0.736 4.313 -0.331 -0.1 -0.1 0.0
H -0.496 3.333 0.515 0.0 0.0 -0.1
H 1.221 2.867 0.591 0.0 0.1 0.0
C 1.620 2.815 -2.564 0.3 -0.6 -0.2
H 1.525 2.410 -3.575 0.0 0.1 0.1
H 1.651 3.911 -2.617 -0.2 -0.3 0.1
H 2.565 2.459 -2.140 -0.1 0.0 0.0
C -1.243 3.091 -2.284 0.2 -0.4 -0.1
H -2.100 2.931 -1.626 0.0 0.1 -0.1
H -1.052 4.160 -2.404 0.0 0.0 0.0
H -1.452 2.628 -3.251 -0.1 0.2 0.0
C 1.637 -2.491 -2.378 0.2 0.8 -0.1
H 1.623 -3.588 -2.455 -0.3 0.4 0.2
H 1.685 -2.067 -3.388 0.0 -0.1 0.2
H 2.536 -2.191 -1.824 -0.2 0.0 -0.2
C 0.169 -2.937 -0.018 0.0 0.4 0.4
H -0.803 -2.894 0.484 0.2 -0.1 -0.2
H 0.384 -3.982 -0.280 -0.1 0.3 -0.1
H 0.945 -2.579 0.668 -0.1 -0.1 -0.1
C -1.207 -2.734 -2.450 -0.1 0.4 -0.1
H -1.300 -2.278 -3.443 -0.1 -0.2 0.1
H -0.992 -3.805 -2.557 0.0 0.2 0.1
H -2.150 -2.599 -1.908 0.1 -0.1 -0.2
H 0.245 0.118 -2.609 0.4 0.0 -1.0
H 0.813 0.135 -0.680 2.0 -0.1 0.9
S -1.756 0.605 0.787 -0.4 -0.1 -0.2
C -0.770 0.089 2.114 0.9 -0.6 1.7
N -0.041 0.996 2.783 -0.9 -0.2 -0.9
C 0.516 0.735 4.110 0.2 0.1 0.1
C 0.982 -0.703 4.165 0.5 0.0 -0.1
C -0.129 -1.650 3.785 -0.4 -0.1 0.3
N -0.819 -1.177 2.574 -0.1 1.3 -0.9
H -0.141 1.960 2.473 0.1 -0.4 0.1
H -0.262 0.936 4.858 0.2 0.0 0.0
H 1.366 1.415 4.248 -0.3 -0.1 0.1
H 1.325 -0.934 5.172 0.0 0.0 0.0
H 1.835 -0.839 3.486 -0.1 0.1 0.2
H -0.873 -1.699 4.593 0.2 -0.2 -0.2
H 0.277 -2.648 3.591 -0.3 0.2 0.0
H -1.425 -1.806 2.065 0.1 0.1 0.2
```
Forces are in eV/Å.

Output
* Kohn-Sham gap (alpha / beta): 7.33 / 7.26 eV
* total charge: +2
* spin multiplicity: 5
* ⟨S²⟩: 6.02
* HOMO energy (alpha / beta): -13.19 / -16.51 eV
* LUMO energy (alpha / beta): -5.86 / -9.25 eV
* energy relative to the best compared isomer or geometry (same formula, charge and spin): 0.00 kcal/mol

Charges per atom according to natural (NBO) partitioning, unit e:
1. Ru 0.431
2. H -0.002
3. H 0.016
4. P 1.088
5. P 1.120
6. C -0.953
7. H 0.269
8. H 0.250
9. H 0.250
10. C -0.957
11. H 0.270
12. H 0.272
13. H 0.269
14. C -0.956
15. H 0.254
16. H 0.271
17. H 0.265
18. C -0.938
19. H 0.271
20. H 0.267
21. H 0.264
22. C -0.939
23. H 0.227
24. H 0.272
25. H 0.250
26. C -0.948
27. H 0.265
28. H 0.269
29. H 0.250
30. H -0.076
31. H -0.178
32. S -0.087
33. C 0.367
34. N -0.548
35. C -0.228
36. C -0.432
37. C -0.226
38. N -0.544
39. H 0.430
40. H 0.225
41. H 0.244
42. H 0.266
43. H 0.222
44. H 0.230
45. H 0.238
46. H 0.429

---

The following is a quantum chemistry calculation of C33H22Cl8N4O2V as an isolated structure, from OMol25.

XYZ file:
```
70
Properties=species:S:1:pos:R:3:forces:R:3
V 0.042 0.338 0.161 0.1 -0.2 0.2
N 0.024 1.885 4.751 0.0 -0.1 -0.1
C -0.051 2.402 3.464 0.0 -0.1 0.1
O 0.753 3.242 3.094 -0.1 0.1 0.0
C -1.230 1.906 2.660 0.1 0.0 0.0
C -1.044 1.965 1.144 0.2 -0.1 0.0
H 0.941 2.006 5.157 0.0 0.1 0.0
H -0.295 0.928 4.821 0.0 0.0 0.0
H -2.086 2.501 3.016 0.0 0.1 0.0
H -1.438 0.884 2.983 -0.1 0.0 0.0
H -0.667 2.963 0.889 -0.1 0.0 0.0
H -2.042 1.899 0.705 0.0 0.0 -0.1
Cl 3.451 -5.530 -3.893 0.0 0.0 0.0
C 2.631 -4.230 -3.041 0.0 0.0 0.0
C 2.814 -4.078 -1.681 0.0 0.0 0.0
C 2.163 -3.054 -1.014 0.1 -0.1 -0.1
Cl 2.412 -2.906 0.697 0.0 0.1 0.0
C 1.295 -2.133 -1.653 -0.3 0.3 -0.1
O 0.662 -1.196 -1.069 0.3 0.0 0.3
C 1.166 -2.351 -3.055 0.1 -0.1 -0.1
Cl 0.156 -1.266 -3.955 -0.1 0.0 0.0
C 1.807 -3.365 -3.738 0.0 0.1 0.0
H 3.456 -4.750 -1.129 0.0 0.0 0.0
H 1.664 -3.470 -4.805 0.0 0.0 0.0
C 1.497 -1.182 4.151 0.0 0.0 0.0
C 0.505 -2.113 4.458 0.0 0.0 0.0
C -0.563 -2.290 3.595 0.0 0.1 0.0
C -0.665 -1.540 2.408 0.2 0.1 0.0
C 0.360 -0.625 2.048 -0.1 0.1 -0.2
C 1.405 -0.462 2.961 0.0 -0.1 0.0
C -1.808 -1.632 1.512 0.0 0.1 -0.1
C -2.939 -2.398 1.795 -0.1 0.0 0.0
C -4.012 -2.438 0.937 0.0 0.0 0.0
C -3.947 -1.706 -0.292 0.1 0.0 0.1
C -4.973 -1.718 -1.239 -0.1 0.1 -0.2
C -4.867 -1.016 -2.436 0.0 -0.1 0.1
C -3.705 -0.297 -2.691 0.0 0.0 0.0
C -2.675 -0.268 -1.766 0.1 0.0 0.0
C -2.763 -0.944 -0.541 -0.1 -0.2 0.1
N -1.733 -0.869 0.364 -0.1 0.0 -0.1
H 2.330 -1.027 4.830 0.0 0.0 0.0
H 0.569 -2.704 5.366 0.0 0.0 0.0
H -1.318 -3.024 3.851 0.0 0.0 0.0
H 2.186 0.261 2.750 0.0 0.0 0.0
H -2.980 -2.967 2.715 0.0 0.0 0.0
H -4.891 -3.030 1.165 0.0 0.0 0.0
H -5.866 -2.298 -1.024 0.0 0.0 0.0
H -5.675 -1.037 -3.159 0.0 0.0 0.0
H -3.598 0.250 -3.622 0.0 0.0 0.0
H -1.763 0.275 -1.979 0.0 0.0 0.0
N 3.400 3.044 0.687 0.2 0.0 0.0
C 4.156 1.895 0.831 -0.1 0.1 0.0
C 3.280 0.871 0.682 -0.1 -0.1 -0.1
N 2.015 1.368 0.457 -0.1 -0.1 0.0
C 2.123 2.671 0.472 0.0 0.0 0.1
H 3.719 3.990 0.778 0.0 0.0 0.0
H 5.216 1.919 1.007 0.0 0.0 0.0
H 3.465 -0.191 0.704 0.0 0.0 0.0
H 1.311 3.367 0.360 0.0 0.0 0.0
Cl 2.643 0.640 -2.466 0.1 0.0 0.0
C 1.426 1.865 -2.764 0.0 0.0 0.0
C 0.240 1.874 -2.020 -0.1 0.2 0.0
C -0.636 2.884 -2.437 0.1 -0.1 -0.1
Cl -2.233 3.003 -1.730 0.0 0.0 0.1
C -0.366 3.821 -3.441 0.0 0.0 0.0
Cl -1.514 5.052 -3.880 0.0 0.0 0.0
C 0.845 3.770 -4.115 0.0 0.0 0.0
Cl 1.213 4.915 -5.365 0.0 0.0 0.0
C 1.747 2.770 -3.779 0.1 0.0 0.0
Cl 3.252 2.683 -4.648 0.0 0.0 0.0
```
Forces are in eV/Å.

Output
* Kohn-Sham gap (alpha / beta): 3.56 / 6.43 eV
* total charge: -2
* spin multiplicity: 4
* ⟨S²⟩: 3.80
* HOMO energy (alpha / beta): 0.52 / -2.36 eV
* LUMO energy (alpha / beta): 4.07 / 4.07 eV
* energy relative to the best compared isomer or geometry (same formula, charge and spin): 0.00 kcal/mol

Charges per atom according to natural (NBO) partitioning, unit e:
1. V 1.492
2. N -0.847
3. C 0.720
4. O -0.658
5. C -0.498
6. C -0.923
7. H 0.373
8. H 0.395
9. H 0.199
10. H 0.218
11. H 0.182
12. H 0.195
13. Cl -0.072
14. C -0.074
15. C -0.256
16. C -0.123
17. Cl 0.020
18. C 0.404
19. O -0.777
20. C -0.108
21. Cl 0.014
22. C -0.255
23. H 0.222
24. H 0.224
25. C -0.281
26. C -0.260
27. C -0.245
28. C -0.016
29. C -0.418
30. C -0.249
31. C 0.079
32. C -0.221
33. C -0.290
34. C -0.003
35. C -0.266
36. C -0.256
37. C -0.227
38. C -0.236
39. C 0.157
40. N -0.615
41. H 0.183
42. H 0.184
43. H 0.185
44. H 0.195
45. H 0.189
46. H 0.179
47. H 0.181
48. H 0.184
49. H 0.198
50. H 0.237
51. N -0.522
52. C -0.121
53. C -0.065
54. N -0.521
55. C 0.249
56. H 0.410
57. H 0.205
58. H 0.238
59. H 0.239
60. Cl 0.006
61. C 0.035
62. C -0.365
63. C -0.081
64. Cl 0.009
65. C -0.091
66. Cl -0.008
67. C -0.106
68. Cl -0.004
69. C -0.137
70. Cl -0.007

---

The following is a quantum chemistry calculation of the molecule C6H7FS at a distorted geometry, from OMol25.

XYZ file:
```
15
Properties=species:S:1:pos:R:3:forces:R:3
C 1.848 -0.475 -0.199 -1.0 -2.3 -1.3
C 0.507 0.203 -0.336 0.3 0.8 0.1
C -0.640 -0.652 -0.869 0.1 0.4 0.5
C -1.767 -0.247 0.042 -1.3 -1.3 0.1
C -1.463 0.657 0.939 1.7 0.6 0.5
C 0.006 1.069 0.786 -1.7 -1.1 0.2
H 1.638 -1.537 0.186 0.4 1.3 -0.4
H 2.333 -0.573 -1.198 -0.2 0.1 0.6
H -0.274 -1.678 -0.878 -0.6 -0.4 0.5
H -0.990 -0.488 -1.867 0.4 0.5 -0.9
H -2.805 -0.602 0.024 0.5 -0.3 -0.5
H -2.132 0.947 1.731 0.0 0.5 0.0
H 0.600 1.253 1.647 0.5 0.0 0.6
F 2.678 0.141 0.652 0.8 0.7 0.8
S 0.461 1.983 -0.661 0.1 0.4 -0.8
```
Forces are in eV/Å.

Output
* Kohn-Sham gap: 9.66 eV
* total charge: 0
* SMILES: FC[C@@]12CC=C[C@@H]1S2
* HOMO energy: -8.76 eV
* LUMO energy: 0.90 eV
* energy relative to the best compared isomer or geometry (same formula, charge and spin): 25.18 kcal/mol

Charges per atom according to natural (NBO) partitioning, unit e:
1. C 0.066
2. C -0.151
3. C -0.457
4. C -0.169
5. C -0.201
6. C -0.353
7. H 0.156
8. H 0.169
9. H 0.220
10. H 0.236
11. H 0.214
12. H 0.221
13. H 0.242
14. F -0.344
15. S 0.149

---

> What is the energy relative to the best compared isomer or geometry (same formula, charge and spin) in the sixth record?

25.18 kcal/mol

---

> Number 4 is which compound?

C10H30N2P2RuS

---

> Which formula does entry 6 have?

C6H7FS

---

> The lowest total charge belongs to which entry?

C33H22Cl8N4O2V